C29H25CaF6N3O4S2SbSe as an isolated structure at a distorted geometry, computed with the ωB97M-V functional and the def2-TZVPD basis.

```
72
Properties=species:S:1:pos:R:3:mulliken_charge:R:1
Ca -12.998 -7.542 -11.493 1.89
F -16.852 -9.478 -11.392 -0.21
C -16.206 -8.410 -10.974 0.67
F -16.850 -8.005 -9.858 -0.17
F -14.907 -8.774 -10.681 -0.19
S -16.068 -7.135 -12.275 1.16
O -15.011 -6.355 -11.693 -0.86
O -17.309 -6.502 -12.602 -0.44
N -15.763 -8.012 -13.603 -0.37
S -14.325 -8.079 -14.262 0.85
O -14.618 -8.155 -15.642 -0.50
O -13.246 -7.128 -13.846 -0.71
C -13.648 -9.775 -13.760 0.70
F -13.252 -9.868 -12.376 -0.26
F -12.594 -9.949 -14.550 -0.20
F -14.533 -10.746 -14.002 -0.18
C -19.507 -4.657 -14.578 -1.46
C -19.370 -3.275 -15.124 1.05
C -19.862 -3.058 -16.411 -0.75
C -19.804 -1.781 -16.976 -0.48
C -19.351 -0.751 -16.174 -0.70
C -18.662 -1.020 -15.021 -0.09
C -18.661 -2.293 -14.460 0.03
Sb -17.563 -2.756 -12.513 0.74
C -19.343 -2.975 -11.223 -0.23
C -20.313 -1.957 -11.339 -0.51
C -21.351 -1.805 -10.424 -0.74
C -21.687 -2.870 -9.587 -0.65
C -20.730 -3.921 -9.494 -0.41
C -19.546 -3.903 -10.201 1.15
C -18.457 -4.809 -9.811 -1.29
C -16.796 -0.750 -12.174 -0.19
C -17.568 0.168 -11.498 -0.10
C -17.104 1.476 -11.363 -0.61
C -15.913 1.920 -11.868 -0.58
C -15.082 1.006 -12.534 -0.56
C -15.523 -0.279 -12.759 0.89
C -14.725 -1.236 -13.602 -1.45
H -20.216 -5.182 -15.216 0.43
H -19.807 -4.677 -13.548 0.29
H -18.559 -5.171 -14.544 0.28
H -20.351 -3.900 -16.894 0.32
H -20.008 -1.728 -18.087 0.31
H -19.413 0.321 -16.505 0.32
H -18.215 -0.197 -14.426 0.26
H -20.270 -1.317 -12.211 0.55
H -21.915 -0.869 -10.494 0.37
H -22.542 -2.823 -8.923 0.38
H -20.920 -4.765 -8.812 0.32
H -18.669 -5.354 -8.866 0.41
H -17.480 -4.334 -9.632 0.34
H -18.294 -5.583 -10.609 0.10
H -18.560 -0.153 -11.119 0.32
H -17.759 2.210 -10.812 0.31
H -15.601 2.951 -11.805 0.40
H -14.144 1.355 -12.960 0.33
H -13.772 -0.744 -13.933 0.36
H -15.189 -1.615 -14.568 0.25
H -14.422 -2.142 -13.080 0.26
Se -12.462 -8.697 -8.614 0.33
N -11.622 -7.265 -9.697 -0.97
C -10.973 -6.382 -8.955 0.90
C -10.425 -5.160 -9.325 -0.62
C -9.980 -4.256 -8.346 -0.45
C -9.959 -4.699 -7.008 -0.29
C -10.298 -5.972 -6.564 -0.69
C -11.024 -6.735 -7.476 0.73
N -11.800 -7.763 -7.241 -0.66
H -10.391 -4.942 -10.359 0.43
H -9.641 -3.263 -8.657 0.40
H -9.495 -3.972 -6.290 0.31
H -10.075 -6.217 -5.525 0.40
```

Calculated values
**LUMO**: -5.45 eV
**Energy above the lowest of the compared OMol25 structures with the same formula, charge and spin**: 111.89 kJ/mol
**Kohn-Sham gap**: 4.19 eV
**Total charge**: +1